Entry from the Open Molecules 2025 dataset: the molecule C4H8N2 at a distorted geometry (ωB97M-V/def2-TZVPD).

XYZ file:
```
14
C4H8N2 | the Open Molecules 2025 dataset | ωB97M-V/def2-TZVPD
C -1.239 0.480 0.866
C -0.388 -0.503 1.218
C -1.342 0.040 -0.539
C -0.103 -0.931 -0.159
N 1.837 0.924 -0.310
N 1.559 -0.420 -0.685
H -1.823 1.202 1.493
H 0.062 -0.852 2.157
H -2.397 -0.483 -0.943
H -1.150 0.730 -1.382
H 0.078 -1.990 -0.391
H 1.004 1.467 -0.169
H 2.407 0.819 0.521
H 1.496 -0.483 -1.677
```

Its orbital gap is 0.3687 hartree. As for the total energy: -266.56489 a.u. As for the structure (SMILES): NN[C@H]1C=CC1. Its charge is 0. The calculation puts the energy above the lowest of the compared OMol25 structures with the same formula, charge and spin at 98.6 kcal per mole.

Entry from the Open Molecules 2025 dataset: a 2-piece molecular cluster, C36H36OP overall at a distorted geometry (ωB97M-V/def2-TZVPD).

XYZ file:
```
74
C36H36OP | the Open Molecules 2025 dataset | ωB97M-V/def2-TZVPD
C -5.754 2.106 0.776
C -4.460 1.372 0.578
C -3.315 2.054 0.156
C -2.117 1.378 -0.056
C -2.019 0.001 0.245
P -0.358 -0.776 0.232
C 0.200 -0.382 1.934
C 1.505 -0.758 2.326
C 1.885 -0.682 3.662
C 1.020 -0.150 4.624
C 1.450 -0.048 6.057
C -0.245 0.287 4.228
C -0.636 0.213 2.894
C -0.859 -2.530 0.478
C -1.271 -3.272 -0.653
C -1.842 -4.532 -0.498
C -1.955 -5.116 0.767
C -2.548 -6.487 0.917
C -1.504 -4.408 1.881
C -0.924 -3.150 1.738
C -3.190 -0.688 0.606
C -4.383 -0.002 0.808
H -6.556 1.409 1.041
H -5.669 2.848 1.578
H -6.052 2.641 -0.134
H -3.395 3.131 0.001
H -1.253 1.916 -0.444
H 2.219 -1.117 1.588
H 2.862 -1.034 3.994
H 0.685 0.460 6.652
H 1.614 -1.041 6.492
H 2.389 0.510 6.153
H -0.923 0.692 4.983
H -1.611 0.615 2.615
H -1.154 -2.859 -1.653
H -2.215 -5.097 -1.353
H -2.523 -6.806 1.964
H -3.592 -6.503 0.581
H -2.003 -7.228 0.319
H -1.608 -4.863 2.869
H -0.535 -2.655 2.629
H -3.185 -1.769 0.748
H -5.277 -0.531 1.145
C -0.964 4.616 -5.869
O -1.186 3.200 -5.658
C -0.359 2.452 -4.883
C -0.796 1.137 -4.585
C -0.175 0.397 -3.615
C 0.994 0.885 -2.946
C 1.520 0.211 -1.814
C 2.798 0.527 -1.245
C 3.734 -0.492 -0.909
C 4.946 -0.184 -0.315
C 5.276 1.136 0.011
C 6.524 1.448 0.784
C 4.406 2.158 -0.377
C 3.174 1.868 -0.936
C 1.575 2.073 -3.492
C 0.895 2.882 -4.379
H -1.829 4.918 -6.464
H -0.949 5.169 -4.918
H -0.038 4.791 -6.436
H -1.669 0.783 -5.126
H -0.578 -0.581 -3.351
H 1.032 -0.732 -1.508
H 3.492 -1.527 -1.148
H 5.652 -0.971 -0.053
H 6.779 2.511 0.692
H 6.429 1.226 1.859
H 7.369 0.859 0.406
H 4.697 3.193 -0.208
H 2.473 2.678 -1.141
H 2.566 2.380 -3.173
H 1.311 3.845 -4.670
```

Its orbital gap is 0.1992 hartree. As for the total energy: -1809.73980 a.u. Its charge is +1.

Entry from the Open Molecules 2025 dataset: C44H37CrP2 as an isolated structure at a distorted geometry (ωB97M-V/def2-TZVPD).

XYZ file:
```
84
C44H37CrP2 | the Open Molecules 2025 dataset | ωB97M-V/def2-TZVPD
C 2.509 -2.759 -2.722
C 2.898 -2.141 -1.504
C 3.656 -2.897 -0.567
C 3.992 -4.220 -0.852
C 3.557 -4.808 -2.047
C 2.769 -4.103 -2.978
P 2.264 -0.443 -1.120
C 3.386 0.293 0.114
C 3.000 0.507 1.459
C 3.914 0.820 2.465
C 5.257 1.006 2.090
C 5.654 0.946 0.739
C 4.707 0.629 -0.245
Cr 0.790 -1.853 -0.055
P -1.430 -1.761 -0.116
C -0.639 -3.221 0.833
C -0.806 -4.614 0.537
C 0.279 -5.473 0.748
C 1.330 -5.110 1.635
C 1.391 -3.858 2.230
C 0.463 -2.872 1.757
C -2.946 -1.581 0.788
C -3.630 -0.365 0.707
C -4.786 -0.147 1.451
C -5.194 -1.140 2.352
C -4.487 -2.343 2.505
C -3.367 -2.563 1.703
C -1.920 -2.020 -1.875
C -1.281 -1.302 -2.929
C -1.498 -1.613 -4.266
C -2.364 -2.648 -4.595
C -2.957 -3.398 -3.589
C -2.739 -3.115 -2.245
C 2.284 0.618 -2.559
C 3.185 0.325 -3.588
C 3.139 1.076 -4.751
C 2.248 2.137 -4.886
C 1.394 2.475 -3.845
C 1.409 1.715 -2.690
H -3.237 0.385 0.035
H -5.358 0.785 1.349
H -6.103 -0.985 2.939
H -4.828 -3.117 3.216
H -2.774 -3.464 1.849
H -1.811 -4.998 0.258
H 0.311 -6.473 0.278
H 2.070 -5.874 1.921
H 2.083 -3.634 3.079
H 0.452 -1.865 2.216
H -0.541 -0.547 -2.674
H -1.028 -1.036 -5.067
H -2.602 -2.833 -5.638
H -3.611 -4.217 -3.860
H -3.189 -3.734 -1.476
H 3.894 -0.494 -3.493
H 3.801 0.811 -5.562
H 2.205 2.683 -5.817
H 0.712 3.312 -3.939
H 0.736 1.951 -1.878
H 1.958 0.368 1.717
H 3.581 0.888 3.522
H 6.003 1.193 2.867
H 6.711 1.131 0.466
H 5.002 0.628 -1.297
H 3.942 -2.444 0.384
H 4.596 -4.814 -0.146
H 3.871 -5.835 -2.272
H 2.324 -4.569 -3.885
H 1.938 -2.203 -3.468
H 0.291 -2.946 -1.721
H -0.370 -3.003 -2.102
C -0.360 -0.214 0.404
C -0.533 0.985 0.828
C -0.968 2.260 1.317
C -1.468 2.426 2.643
C -1.903 3.665 3.110
C -1.950 4.794 2.313
C -1.501 4.625 1.002
C -0.987 3.439 0.482
H -1.471 1.612 3.372
H -2.232 3.775 4.132
H -2.328 5.746 2.705
H -1.664 5.471 0.350
H -0.765 3.415 -0.601
```

Its orbital gap (alpha / beta) is 0.2614 / 0.2227 hartree. As for the total energy: -3425.28820 a.u. Its charge is +2. Its expectation value of S² is 4.04. As for the multiplicity: 4. The calculation puts the energy above the lowest of the compared OMol25 structures with the same formula, charge and spin at 20.1 kcal per mole.

Entry from the Open Molecules 2025 dataset: a 2-piece molecular cluster, CHNO2P overall at a distorted geometry (ωB97M-V/def2-TZVPD).

XYZ file:
```
6
CHNO2P | the Open Molecules 2025 dataset | ωB97M-V/def2-TZVPD
C 2.064 1.429 0.103
N 2.032 2.572 0.216
O -0.265 -1.393 0.371
O 3.447 -0.671 0.503
P 2.379 -0.379 -0.424
H -0.427 -1.770 -0.500
```

Its orbital gap (alpha / beta) is 0.2667 / 0.2665 hartree. As for the total energy: -585.29535 a.u. Its charge is -1. The calculation puts the energy above the lowest of the compared OMol25 structures with the same formula, charge and spin at 58.2 kcal per mole.

Entry from the Open Molecules 2025 dataset: a 2-piece molecular cluster, BrF2N overall at a distorted geometry (ωB97M-V/def2-TZVPD).

XYZ file:
```
4
BrF2N | the Open Molecules 2025 dataset | ωB97M-V/def2-TZVPD
N -0.089 0.585 -0.015
F -1.323 0.336 0.384
F 1.121 -0.769 1.196
Br 0.291 -0.152 -1.566
```

Its orbital gap (alpha / beta) is 0.2858 / 0.2856 hartree. As for the total energy: -2828.24651 a.u. Its charge is 0. The calculation puts the energy above the lowest of the compared OMol25 structures with the same formula, charge and spin at 49.0 kcal per mole.

Entry from the Open Molecules 2025 dataset: CH3NO2Sn as an isolated structure at a distorted geometry (ωB97M-V/def2-TZVPD).

XYZ file:
```
8
CH3NO2Sn | the Open Molecules 2025 dataset | ωB97M-V/def2-TZVPD
Sn 5.213 3.385 -0.458
C -1.329 -0.367 0.423
N -0.039 -0.621 -0.396
O 0.768 0.252 -0.444
O 0.085 -1.715 -0.932
H -1.800 0.375 -0.221
H -1.128 0.037 1.415
H -1.770 -1.346 0.614
```

Its orbital gap is 0.0880 hartree. As for the total energy: -458.46910 a.u. Its charge is +2. The calculation puts the energy above the lowest of the compared OMol25 structures with the same formula, charge and spin at 54.6 kcal per mole.

Entry from the Open Molecules 2025 dataset: the molecule C3H7NOS at a distorted geometry (ωB97M-V/def2-TZVPD).

XYZ file:
```
13
C3H7NOS | the Open Molecules 2025 dataset | ωB97M-V/def2-TZVPD
C -2.349 -0.412 -0.343
C -0.472 0.350 1.036
C 0.780 -0.096 0.369
H -1.849 -1.029 -1.092
H -2.658 -1.006 0.474
H -3.295 0.032 -0.771
H -1.112 1.231 -0.567
H -0.165 1.221 1.679
H -0.772 -0.400 1.754
H 2.336 -1.098 0.661
N -1.549 0.699 0.166
O 1.572 -0.757 1.205
S 1.127 0.197 -1.207
```

Its orbital gap is 0.3456 hartree. As for the total energy: -646.67039 a.u. As for the structure (SMILES): CNCC(O)=S. Its charge is 0. The calculation puts the energy above the lowest of the compared OMol25 structures with the same formula, charge and spin at 26.1 kcal per mole.

Question: What is the charge in the fifth record?
Answer: 0